[1]
This record from OMol25 describes one molecule with the formula C3H7OPS at a distorted geometry. The level of theory is ωB97M-V/def2-TZVPD.

```
! wB97M-V def2-TZVPD RIJCOSX def2/J DEFGRID3
* xyz 0 1
C 0.70 -1.65 -1.25
C 0.05 -1.45 -0.11
P -0.98 0.00 0.25
C -0.51 1.50 -0.83
O -0.45 0.44 1.70
S -2.82 -0.60 0.20
H 1.28 -2.56 -1.24
H 1.10 -0.95 -1.98
H -0.10 -2.12 0.69
H -0.17 2.40 -0.30
H 0.25 1.16 -1.46
H -1.40 1.86 -1.51
H -1.09 0.91 2.23
*
```

## Properties
Kohn-Sham gap   9.3164 eV
F_max   0.0631 hartree/bohr
E_tot   -933.29198 hartree
SMILES string   C=C[P@](C)(O)=S
HOMO energy   -0.3168 Eh

=====

[2]
This record from OMol25 describes a 2-piece molecular cluster, C3H7OPS2 overall at a distorted geometry. The level of theory is ωB97M-V/def2-TZVPD.

```
! wB97M-V def2-TZVPD RIJCOSX def2/J DEFGRID3
* xyz 0 1
C 2.11 0.51 -0.11
C -1.72 1.16 -0.70
C -1.20 -0.11 0.00
O 2.50 1.53 -0.58
P 2.82 -0.97 0.57
S -0.87 -0.27 1.81
S -1.49 -1.59 -0.84
H -0.92 1.99 -0.86
H -2.14 1.10 -1.65
H -2.46 1.59 -0.01
H 3.49 -1.75 -0.29
H 1.59 -1.87 0.51
H -1.23 1.01 2.13
H -0.51 -2.33 0.02
*
```

## Properties
Kohn-Sham gap (spin up / spin down)   7.8690 / 6.8677 eV
F_max   0.0791 hartree/bohr
E_tot   -1331.29483 hartree
HOMO energy (spin up / spin down)   -0.2835 / -0.2562 Eh

=====

[3]
This record from OMol25 describes one molecule with the formula C3H7P at a distorted geometry. The level of theory is ωB97M-V/def2-TZVPD.

```
! wB97M-V def2-TZVPD RIJCOSX def2/J DEFGRID3
* xyz 0 1
C 0.79 -0.95 0.36
C -0.30 -0.41 -0.44
C -1.33 0.59 -0.07
P 2.31 0.30 -0.07
H 0.54 -1.10 1.35
H 1.42 -1.83 -0.08
H -0.36 -0.53 -1.43
H -1.88 0.77 -0.93
H -0.91 1.46 0.33
H -1.97 0.19 0.68
H 1.68 1.50 0.30
*
```

## Properties
Kohn-Sham gap (spin up / spin down)   6.5913 / 7.9240 eV
F_max   0.0743 hartree/bohr
E_tot   -459.71918 hartree
HOMO energy (spin up / spin down)   -0.2674 / -0.2901 Eh

=====

[4]
This record from OMol25 describes a 2-piece molecular cluster, C3H7S overall at a distorted geometry. The level of theory is ωB97M-V/def2-TZVPD.

```
! wB97M-V def2-TZVPD RIJCOSX def2/J DEFGRID3
* xyz -1 1
S 1.35 -2.13 -1.66
H 2.52 -1.67 -1.09
C -1.43 0.51 -0.32
C -0.09 0.92 0.43
C 0.64 0.06 1.14
H -2.30 1.14 -0.08
H -1.07 0.70 -1.34
H -1.71 -0.56 -0.30
H 0.13 1.94 0.18
H 1.39 0.17 1.86
H 0.56 -1.08 1.18
*
```

## Properties
Kohn-Sham gap   6.4468 eV
F_max   0.0527 hartree/bohr
E_tot   -516.65769 hartree
HOMO energy   -0.0867 Eh

=====

[5]
This record from OMol25 describes a 2-piece molecular cluster, C3H8 overall at a distorted geometry. The level of theory is ωB97M-V/def2-TZVPD.

```
! wB97M-V def2-TZVPD RIJCOSX def2/J DEFGRID3
* xyz 0 1
C 3.57 -1.96 -1.38
C 2.34 -2.43 -1.07
H 4.39 -2.06 -0.65
H 3.85 -1.52 -2.37
H 2.10 -2.20 -0.06
H 1.75 -2.64 -1.93
C -3.62 2.47 1.53
H -4.58 2.23 2.07
H -3.68 3.56 1.43
H -2.57 2.42 1.98
H -3.56 2.13 0.46
*
```

## Properties
Kohn-Sham gap   10.7579 eV
F_max   0.0677 hartree/bohr
E_tot   -119.01382 hartree
SMILES string   C=C.C
HOMO energy   -0.3507 Eh

=====

[6]
This record from OMol25 describes an isolated ion of composition C3H8BFNO2 and charge -1. The level of theory is ωB97M-V/def2-TZVPD.

```
! wB97M-V def2-TZVPD RIJCOSX def2/J DEFGRID3
* xyz -1 1
C -0.29 2.23 -1.02
B -0.28 0.86 -0.15
F -1.66 0.47 0.09
O 0.44 0.86 1.13
C 0.56 -0.50 1.43
C 0.68 -1.22 0.06
N -0.25 -2.35 -0.03
O 0.44 -0.22 -0.89
H -0.84 3.03 -0.51
H 0.71 2.58 -1.28
H -0.83 2.04 -1.94
H -0.33 -0.88 1.95
H 1.42 -0.70 2.06
H 1.68 -1.64 -0.07
H -1.17 -1.98 0.19
H -0.29 -2.57 -1.02
*
```

## Properties
Kohn-Sham gap   8.8923 eV
F_max   0.0183 hartree/bohr
E_tot   -449.25078 hartree
HOMO energy   -0.1758 Eh

=====

[7]
This record from OMol25 describes one molecule with the formula C3H8BNO3 at a distorted geometry. The level of theory is ωB97M-V/def2-TZVPD.

```
! wB97M-V def2-TZVPD RIJCOSX def2/J DEFGRID3
* xyz 0 1
C 1.18 1.31 -2.02
C 0.49 0.37 -1.06
O 0.05 -0.73 -1.44
N 0.38 0.79 0.23
C -0.69 0.28 1.06
B -0.67 -1.31 1.51
O -0.26 -2.28 0.64
O -1.41 -1.54 2.64
H 2.20 1.26 -1.91
H 0.95 1.09 -3.05
H 0.99 2.36 -1.76
H 0.92 1.61 0.55
H -1.61 0.28 0.39
H -0.81 0.97 1.88
H -0.24 -1.95 -0.29
H -1.48 -2.48 2.63
*
```

## Properties
Kohn-Sham gap   9.9491 eV
F_max   0.0518 hartree/bohr
E_tot   -424.55759 hartree
SMILES string   CC(=O)NCB(O)O
HOMO energy   -0.3441 Eh

=====

[8]
This record from OMol25 describes C3H8BaFO3S as an isolated structure at a distorted geometry. The level of theory is ωB97M-V/def2-TZVPD.

```
! wB97M-V def2-TZVPD RIJCOSX def2/J DEFGRID3
* xyz 1 1
Ba 5.52 4.01 -0.73
F 4.29 1.89 -0.26
O 0.29 1.33 -0.35
S 0.37 0.09 0.39
O 0.19 0.13 1.81
O -0.65 -0.96 -0.23
C -1.94 -0.49 -0.66
C -2.91 -0.44 0.52
C 1.87 -0.76 -0.02
H -2.26 -1.20 -1.42
H -1.85 0.49 -1.12
H -2.83 -1.36 1.09
H -3.93 -0.36 0.15
H -2.68 0.42 1.15
H 2.07 -1.45 0.79
H 2.71 -0.08 -0.14
H 1.73 -1.27 -0.96
*
```

## Properties
Kohn-Sham gap   6.8108 eV
F_max   0.0628 hartree/bohr
E_tot   -868.14161 hartree
HOMO energy   -0.4523 Eh

=====

[9]
This record from OMol25 describes C3H8BrHfO3S as an isolated structure at a distorted geometry. The level of theory is ωB97M-V/def2-TZVPD.

```
! wB97M-V def2-TZVPD RIJCOSX def2/J DEFGRID3
* xyz 3 1
Hf 1.62 -1.65 -3.30
Br 2.88 0.56 -1.96
O 0.04 -0.95 -1.66
S -1.03 -0.86 -0.61
O -1.50 -2.06 0.07
O -0.41 0.24 0.49
C 0.60 -0.13 1.48
C 1.58 1.01 1.62
C -2.42 0.20 -1.15
H 1.05 -1.09 1.19
H 0.05 -0.22 2.41
H 2.20 1.19 0.74
H 2.25 0.51 2.32
H 1.27 1.97 2.02
H -2.87 -0.06 -2.11
H -2.12 1.25 -1.18
H -3.19 0.08 -0.39
*
```

## Properties
Kohn-Sham gap   3.5521 eV
F_max   0.1523 hartree/bohr
E_tot   -3363.53502 hartree
HOMO energy   -0.7802 Eh

=====

[10]
This record from OMol25 describes a 2-piece molecular cluster, C3H8BrPS overall at a distorted geometry. The level of theory is ωB97M-V/def2-TZVPD.

```
! wB97M-V def2-TZVPD RIJCOSX def2/J DEFGRID3
* xyz 0 1
C -1.66 1.60 1.61
P -0.75 0.40 0.46
S -0.56 1.67 -1.33
Br -2.40 -1.02 -0.14
H -1.27 1.49 2.67
H -1.56 2.59 1.17
H -2.73 1.26 1.49
H 0.69 1.05 -1.51
C 2.12 -1.25 -1.22
C 1.37 -1.75 -0.30
H 1.65 -1.34 -2.21
H 3.14 -0.79 -0.88
H 1.67 -1.74 0.80
H 0.30 -2.17 -0.60
*
```

## Properties
Kohn-Sham gap   9.4740 eV
F_max   0.0794 hartree/bohr
E_tot   -3432.62198 hartree
SMILES string   CP(S)Br.C=C
HOMO energy   -0.3315 Eh